No. 1
Entry from the Open Molecules 2025 dataset: 5 unconnected molecules or ions with the total composition C7H12Cl8F5NO2S in a non-equilibrium geometry (ωB97M-V/def2-TZVPD).

Last column: natural (NBO) charge in e.
Positions of all 36 atoms, in Å:
O: -2.84 -0.37 -1.55  -0.892
S: -1.72 0.48 -1.69  2.524
O: -1.08 0.44 -2.95  -0.897
F: -2.25 1.95 -1.46  -0.445
N: -0.67 0.11 -0.42  -0.714
C: 0.06 1.30 0.11  -0.295
C: -0.46 1.52 1.56  0.011
F: -1.84 1.78 1.41  -0.384
C: 0.20 -0.99 -0.72  1.093
F: 0.51 -1.57 0.44  -0.303
F: 1.30 -0.67 -1.40  -0.307
F: -0.43 -1.92 -1.45  -0.307
H: 1.15 1.17 0.19  0.239
H: -0.14 2.22 -0.44  0.245
H: 0.08 2.32 2.09  0.198
H: -0.41 0.54 2.08  0.184
Cl: 2.08 -6.07 -2.47  -0.025
C: 0.72 -5.02 -2.89  -0.396
Cl: -0.12 -5.60 -4.33  -0.020
H: 0.02 -5.01 -2.06  0.221
H: 1.09 -4.02 -3.07  0.221
Cl: 1.97 2.58 3.09  -0.024
C: 1.54 2.32 4.79  -0.394
Cl: 0.52 3.62 5.40  -0.008
H: 1.01 1.38 4.88  0.225
H: 2.45 2.29 5.38  0.229
Cl: -2.03 -0.67 3.28  -0.035
C: -3.04 -1.36 2.00  -0.393
Cl: -4.72 -1.51 2.52  -0.015
H: -3.00 -0.71 1.13  0.237
H: -2.67 -2.34 1.74  0.221
Cl: 4.21 2.18 -3.22  -0.016
C: 2.45 2.30 -3.14  -0.393
Cl: 1.92 3.21 -1.72  -0.042
H: 2.09 2.81 -4.03  0.228
H: 2.03 1.30 -3.10  0.229

E_tot: -5058.169634 hartree
SMILES: O=S(=O)(F)N(CCF)C(F)(F)F.ClCCl.ClCCl.ClCCl.ClCCl
M: 552.86 Da
Gap between HOMO and LUMO: 11.3 eV
E_LUMO: 0.3 eV

***

No. 2
Entry from the Open Molecules 2025 dataset: 2 unconnected molecules or ions with the total composition C3H11N3O in a non-equilibrium geometry (ωB97M-V/def2-TZVPD).

Last column: natural (NBO) charge in e.
Positions of all 18 atoms, in Å:
C: 0.30 1.21 0.29  0.193
C: 1.65 1.05 -0.16  -0.345
C: -2.03 0.41 0.16  0.818
N: -0.60 0.30 0.21  -0.494
N: 2.19 -0.26 0.07  -0.659
N: -2.86 0.03 1.08  -0.666
O: -2.47 0.84 -1.02  -0.558
H: 0.02 2.28 0.66  0.245
H: 1.60 1.31 -1.34  0.303
H: 2.25 1.91 0.20  0.298
H: -2.43 3.37 -0.65  -0.036
H: 2.23 -0.40 1.08  0.463
H: 3.10 -0.14 -0.35  0.471
H: 1.71 -1.06 -0.39  0.479
H: -3.82 0.10 0.86  0.474
H: -2.51 3.46 -1.42  0.038
H: -2.39 -0.32 1.87  0.449
H: -1.72 1.12 -1.58  0.529

E_tot: -359.704192 hartree
Total charge: +2
M: 105.14 Da
Gap between HOMO and LUMO: 11.0 eV
Relative energy (zero: lowest compared OMol25 entry of this formula, charge and spin): 1.453 eV
E_LUMO: -8.7 eV

***

No. 3
Entry from the Open Molecules 2025 dataset: a molecular structure, C35H55CaN2O2P2 in a non-equilibrium geometry (ωB97M-V/def2-TZVPD).

Last column: Löwdin charge in e.
Positions of all 97 atoms, in Å:
C: -1.36 -1.80 -1.92  -0.383
C: 0.66 -2.86 -1.15  -0.370
C: -1.57 -2.76 -2.90  -0.068
C: 0.41 -3.92 -2.11  -0.037
C: -0.67 -3.86 -2.97  -0.068
H: -2.43 -2.69 -3.57  0.107
H: 1.13 -4.74 -2.16  0.112
H: -0.82 -4.65 -3.70  0.112
N: -0.31 -1.85 -1.04  -0.087
P: -2.49 -0.33 0.10  1.056
P: 2.22 -1.26 0.41  0.984
C: -2.34 -0.66 -1.73  -0.247
H: -1.94 0.27 -2.17  0.062
H: -3.30 -0.88 -2.23  0.089
C: 1.83 -2.81 -0.38  -0.272
H: 2.59 -3.58 -0.55  0.070
C: 3.37 -0.31 -0.83  -0.640
C: 3.25 -1.66 1.97  -0.673
C: -3.44 1.31 0.32  -0.662
C: -3.57 -1.82 0.67  -0.642
C: 3.40 1.19 -0.47  -0.100
H: 4.05 1.38 0.41  0.068
H: 3.81 1.77 -1.31  0.093
H: 2.40 1.57 -0.23  0.026
C: 4.82 -0.84 -0.93  -0.097
H: 5.40 -0.65 -0.02  0.065
H: 4.84 -1.92 -1.15  0.085
H: 5.33 -0.32 -1.76  0.095
C: 2.73 -0.53 -2.22  -0.113
H: 3.14 0.21 -2.94  0.087
H: 2.96 -1.54 -2.60  0.090
H: 1.64 -0.44 -2.20  0.036
C: 3.93 -0.38 2.50  -0.089
H: 3.20 0.44 2.62  0.060
H: 4.38 -0.59 3.49  0.097
H: 4.74 -0.03 1.84  0.063
C: 2.30 -2.18 3.05  -0.120
H: 1.64 -1.38 3.43  0.040
H: 1.68 -3.01 2.68  0.079
H: 2.90 -2.56 3.90  0.101
C: 4.29 -2.77 1.69  -0.091
H: 5.03 -2.50 0.93  0.057
H: 4.84 -2.98 2.63  0.092
H: 3.79 -3.70 1.39  0.079
C: -4.02 -1.60 2.13  -0.089
H: -4.50 -2.52 2.50  0.098
H: -3.17 -1.37 2.80  0.063
H: -4.77 -0.79 2.21  0.070
C: -2.74 -3.12 0.58  -0.082
H: -2.55 -3.41 -0.46  0.078
H: -1.78 -3.06 1.10  0.044
H: -3.33 -3.93 1.05  0.102
C: -4.81 -2.04 -0.22  -0.084
H: -5.36 -2.92 0.16  0.098
H: -5.51 -1.19 -0.22  0.059
H: -4.53 -2.26 -1.27  0.077
C: -2.66 2.39 -0.48  -0.110
H: -2.66 2.19 -1.56  0.081
H: -3.16 3.36 -0.32  0.099
H: -1.62 2.47 -0.12  0.041
C: -3.37 1.71 1.81  -0.086
H: -2.33 1.72 2.17  0.056
H: -3.78 2.73 1.92  0.100
H: -3.95 1.04 2.45  0.067
C: -4.90 1.29 -0.17  -0.085
H: -4.98 0.93 -1.21  0.089
H: -5.53 0.66 0.47  0.069
H: -5.30 2.32 -0.13  0.094
Ca: -0.08 -0.37 0.59  0.877
C: -0.47 -1.47 2.13  -0.196
O: -0.79 -2.04 3.10  0.144
N: 0.18 0.96 -0.98  0.053
C: 0.30 1.69 -1.90  -0.090
C: 0.46 2.53 -3.03  -0.194
C: 0.23 3.93 -2.94  -0.012
C: 0.86 1.96 -4.27  -0.006
C: 0.40 4.73 -4.07  -0.056
H: -0.07 4.36 -1.98  0.121
C: 1.02 2.78 -5.39  -0.049
H: 1.04 0.88 -4.33  0.121
C: 0.80 4.16 -5.29  -0.043
H: 0.23 5.81 -4.00  0.117
H: 1.33 2.34 -6.34  0.119
H: 0.93 4.80 -6.17  0.119
C: 1.12 3.21 3.07  -0.159
C: 0.33 2.56 4.16  -0.158
C: 0.22 1.16 3.57  -0.218
O: -0.04 1.35 2.20  -0.299
C: 0.37 2.67 1.86  -0.212
H: 1.18 4.32 3.12  0.139
H: 2.15 2.79 3.08  0.127
H: -0.69 3.02 4.20  0.134
H: 0.79 2.60 5.17  0.140
H: 1.20 0.67 3.70  0.110
H: -0.59 0.60 4.08  0.139
H: -0.55 3.28 1.72  0.127
H: 0.99 2.73 0.96  0.109

E_tot: -2986.665747 hartree
Total charge: +1
M: 637.86 Da
Gap between HOMO and LUMO: 5.3 eV
Relative energy (zero: lowest compared OMol25 entry of this formula, charge and spin): 4.336 eV
E_LUMO: -3.4 eV

***

No. 4
Entry from the Open Molecules 2025 dataset: 2 unconnected molecules or ions with the total composition C5H13N3 in a non-equilibrium geometry (ωB97M-V/def2-TZVPD).

Last column: natural (NBO) charge in e.
Positions of all 21 atoms, in Å:
C: -0.40 1.70 -0.79  -0.635
C: -0.46 0.16 -0.64  -0.243
C: -1.16 -0.51 0.29  0.120
C: -1.70 0.14 1.45  -0.662
N: -1.37 -1.91 0.08  -0.853
H: -0.04 1.97 -1.77  0.213
H: 0.30 2.27 -0.15  0.221
H: -1.59 2.08 -0.65  0.198
H: -0.09 -0.45 -1.45  0.186
H: -2.01 1.24 1.16  0.236
H: -0.91 0.35 2.26  0.240
H: -2.62 -0.38 1.91  0.212
H: -2.29 -2.16 0.57  0.375
H: -1.18 -2.39 -0.78  0.390
C: 2.52 0.51 -0.73  -0.164
N: 1.82 0.21 0.25  -0.208
N: 1.99 -1.10 0.65  -0.644
H: 2.54 1.57 -1.13  0.182
H: 3.08 -0.24 -1.40  0.130
H: 1.10 -1.49 0.94  0.379
H: 2.47 -1.60 -0.08  0.327

E_tot: -362.448387 hartree
SMILES: C/C=C(\C)N.C=NN
M: 115.18 Da
Gap between HOMO and LUMO: 8.5 eV
Relative energy (zero: lowest compared OMol25 entry of this formula, charge and spin): 3.643 eV
E_LUMO: 1.0 eV

***

Which value of gap between HOMO and LUMO does entry 2 give?
11.0 eV

***

Number 3 is which compound?
C35H55CaN2O2P2

***

Look up the E_LUMO of the first one.
0.3 eV

***

What is the formula in the third record?
C35H55CaN2O2P2